Record 1
212
Properties=species:S:1:pos:R:3 method="wB97M-V/def2-TZVPD" orbital_gap_ev=8.32 energy_ha=-5969.8021 mol_weight_g_mol=1452.509 multiplicity=1
C 5.950 7.302 -1.039
C 6.998 7.549 -2.073
O 7.147 6.312 -2.677
C 6.865 5.410 -1.737
O 7.091 4.182 -1.920
O 6.224 5.993 -0.658
H 4.943 7.398 -1.443
H 5.989 7.898 -0.127
H 7.900 7.918 -1.584
H 6.734 8.297 -2.820
C 1.832 8.867 5.327
C 1.150 10.198 5.001
O 2.098 10.932 4.233
C 3.181 10.206 4.010
O 4.215 10.572 3.414
O 3.000 8.939 4.480
H 1.196 8.045 5.000
H 2.214 8.700 6.334
H 0.929 10.593 5.993
H 0.198 9.887 4.571
C 1.746 -2.050 -7.008
C 1.902 -2.284 -8.487
O 3.271 -2.771 -8.505
C 3.871 -2.683 -7.337
O 4.988 -3.126 -7.116
O 3.097 -2.079 -6.479
H 1.036 -2.764 -6.592
H 1.250 -1.119 -6.734
H 1.896 -1.382 -9.099
H 1.197 -3.051 -8.808
C -3.102 0.690 7.936
C -2.128 0.076 8.845
O -2.424 0.734 10.092
C -3.601 1.368 10.001
O -4.130 1.925 10.925
O -4.052 1.308 8.726
H -3.656 -0.072 7.387
H -2.631 1.485 7.359
H -1.130 0.343 8.496
H -2.183 -1.000 9.011
C 5.946 2.537 -6.979
C 5.988 2.057 -8.433
O 4.643 1.931 -8.821
C 3.975 2.822 -7.998
O 2.784 3.023 -8.069
O 4.743 3.231 -6.983
H 6.754 3.229 -6.742
H 5.852 1.742 -6.240
H 6.379 1.043 -8.513
H 6.547 2.729 -9.084
C -5.558 9.602 -3.476
C -6.351 9.662 -4.700
O -6.124 8.386 -5.271
C -5.067 7.778 -4.744
O -4.481 6.825 -5.301
O -4.620 8.526 -3.750
H -6.158 9.405 -2.587
H -4.994 10.513 -3.276
H -6.152 10.478 -5.395
H -7.428 9.612 -4.537
C -8.211 0.412 -3.409
C -6.980 1.247 -3.677
C -6.335 2.028 -2.502
C -7.171 3.154 -2.126
N -7.853 4.022 -1.716
H -8.772 0.219 -4.323
H -8.804 0.948 -2.668
H -7.985 -0.596 -3.062
H -7.197 2.089 -4.335
H -6.263 0.688 -4.279
H -5.296 2.314 -2.667
H -6.360 1.439 -1.585
C -9.063 10.379 4.385
C -8.532 10.169 2.994
C -7.777 8.877 2.726
C -6.315 9.074 2.938
N -5.212 9.226 3.133
H -8.314 10.558 5.156
H -9.723 9.569 4.696
H -9.664 11.275 4.541
H -7.998 11.036 2.603
H -9.400 9.968 2.366
H -8.010 8.494 1.732
H -8.133 8.053 3.344
C 5.687 -1.214 5.789
C 5.586 -2.041 7.059
C 5.967 -1.145 8.303
C 4.938 -0.147 8.625
N 4.183 0.688 8.850
H 4.698 -0.783 5.634
H 5.739 -1.871 4.920
H 6.419 -0.406 5.783
H 6.276 -2.884 7.082
H 4.590 -2.484 7.090
H 6.952 -0.682 8.235
H 6.048 -1.730 9.219
O -1.195 1.127 -0.780
P -0.447 2.190 -0.056
N 0.802 1.682 0.975
C 1.710 2.626 1.644
C 0.765 0.322 1.527
N -1.351 3.225 0.913
C -2.603 2.822 1.487
C -0.805 4.484 1.470
N 0.390 3.224 -1.137
C -0.467 3.956 -2.039
C 1.626 2.850 -1.745
H 1.208 2.917 2.566
H 1.922 3.467 0.983
H 2.644 2.156 1.949
H 1.793 0.039 1.754
H 0.405 -0.311 0.716
H -0.013 0.096 2.256
H -2.870 1.903 0.965
H -2.520 2.647 2.559
H -3.312 3.644 1.390
H 0.038 4.824 0.868
H -1.560 5.268 1.423
H -0.526 4.321 2.511
H -1.090 3.324 -2.672
H -1.197 4.584 -1.528
H 0.147 4.667 -2.592
H 1.952 3.552 -2.514
H 1.548 1.831 -2.123
H 2.420 2.821 -0.999
O -4.176 -7.876 -4.483
P -4.598 -6.603 -5.166
N -3.623 -5.246 -4.800
C -2.676 -5.354 -3.665
C -3.894 -3.880 -5.178
N -6.249 -6.097 -4.794
C -7.024 -5.059 -5.599
C -6.595 -6.175 -3.331
N -4.590 -6.672 -6.836
C -3.453 -6.284 -7.667
C -5.550 -7.602 -7.601
H -1.938 -6.151 -3.760
H -3.209 -5.381 -2.714
H -1.984 -4.515 -3.578
H -4.105 -3.817 -6.245
H -3.072 -3.251 -4.837
H -4.759 -3.546 -4.605
H -8.002 -4.816 -5.184
H -6.553 -4.086 -5.744
H -7.246 -5.404 -6.609
H -6.183 -7.080 -2.884
H -6.237 -5.373 -2.684
H -7.679 -6.168 -3.225
H -3.699 -6.028 -8.697
H -3.000 -5.404 -7.212
H -2.648 -7.018 -7.697
H -6.579 -7.510 -7.254
H -5.238 -8.638 -7.470
H -5.468 -7.390 -8.667
O 6.949 -5.387 1.477
P 7.932 -4.706 0.557
N 9.359 -4.268 1.320
C 9.501 -3.008 2.009
C 10.127 -5.384 1.922
N 7.348 -3.428 -0.426
C 5.976 -3.386 -0.895
C 8.295 -2.545 -1.047
N 8.380 -5.903 -0.622
C 8.315 -7.373 -0.418
C 9.293 -5.573 -1.733
H 8.961 -2.214 1.493
H 10.574 -2.817 1.980
H 9.181 -3.057 3.050
H 10.808 -5.025 2.695
H 10.639 -5.985 1.171
H 9.442 -6.119 2.344
H 5.766 -3.847 -1.860
H 5.335 -3.948 -0.216
H 5.513 -2.399 -0.921
H 9.320 -2.856 -0.845
H 8.210 -2.501 -2.133
H 8.240 -1.507 -0.717
H 9.261 -7.865 -0.193
H 7.671 -7.609 0.430
H 7.917 -7.920 -1.273
H 10.133 -5.012 -1.322
H 8.851 -4.982 -2.535
H 9.672 -6.408 -2.321
O -1.654 -3.632 5.276
P -2.074 -4.914 4.707
N -3.092 -4.820 3.330
C -4.055 -5.838 2.823
C -2.909 -3.644 2.528
N -2.966 -5.833 5.869
C -4.129 -5.147 6.429
C -2.323 -6.582 6.962
N -0.776 -5.964 4.353
C 0.560 -5.681 4.845
C -0.904 -7.303 3.649
H -4.992 -5.321 2.616
H -4.213 -6.590 3.596
H -3.664 -6.290 1.911
H -3.700 -3.513 1.790
H -2.011 -3.796 1.929
H -2.675 -2.764 3.129
H -3.854 -4.466 7.235
H -4.616 -4.565 5.647
H -4.885 -5.879 6.713
H -2.273 -6.003 7.884
H -2.914 -7.494 7.044
H -1.318 -6.916 6.704
H 1.034 -6.554 5.293
H 1.186 -5.191 4.099
H 0.473 -4.962 5.660
H -0.860 -7.278 2.560
H -1.923 -7.643 3.838
H -0.296 -8.043 4.170

Record 2
225
Properties=species:S:1:pos:R:3 method="wB97M-V/def2-TZVPD" orbital_gap_ev=9.00 energy_ha=-8162.1597 mol_weight_g_mol=1717.965 multiplicity=1 charge=+3
C 13.167 -10.143 3.407
C 14.469 -10.706 2.769
N 14.687 -12.199 2.742
C 15.944 -12.397 1.921
C 14.885 -12.763 4.108
C 15.702 -11.777 4.979
C 13.566 -13.116 2.129
C 13.017 -12.801 0.769
O 13.805 -13.483 -0.255
C 13.423 -13.109 -1.507
H 13.154 -10.375 4.456
H 12.242 -10.463 2.939
H 13.104 -9.048 3.319
H 15.328 -10.243 3.288
H 14.524 -10.421 1.738
H 16.334 -13.438 2.154
H 16.705 -11.705 2.278
H 15.686 -12.284 0.898
H 15.449 -13.694 4.030
H 13.931 -12.998 4.627
H 15.073 -10.984 5.397
H 16.555 -11.323 4.584
H 16.117 -12.404 5.731
H 12.823 -13.158 2.913
H 14.006 -14.104 2.038
H 12.909 -11.739 0.563
H 12.029 -13.261 0.886
H 13.414 -12.019 -1.709
H 12.520 -13.633 -1.837
H 14.257 -13.371 -2.188
C 20.358 -19.438 -1.358
C 21.045 -18.547 -0.336
N 21.969 -17.440 -0.885
C 21.201 -16.448 -1.620
C 22.546 -16.864 0.447
C 23.348 -15.574 0.359
C 23.047 -17.912 -1.825
C 23.939 -18.936 -1.193
O 24.780 -18.419 -0.240
C 25.863 -19.200 0.202
H 19.764 -18.844 -2.044
H 19.605 -20.016 -0.840
H 20.974 -20.138 -1.908
H 21.570 -19.121 0.452
H 20.287 -17.946 0.242
H 21.767 -15.534 -1.781
H 20.359 -16.162 -1.007
H 20.948 -16.943 -2.580
H 23.118 -17.646 0.882
H 21.686 -16.605 1.060
H 22.747 -14.688 0.184
H 24.203 -15.677 -0.333
H 23.805 -15.376 1.309
H 23.650 -17.062 -2.222
H 22.519 -18.348 -2.667
H 24.572 -19.409 -1.919
H 23.358 -19.746 -0.749
H 26.802 -18.983 -0.366
H 25.600 -20.288 0.156
H 25.960 -18.946 1.234
C 14.963 -23.510 -0.033
C 15.611 -23.300 1.286
N 14.855 -22.810 2.434
C 13.706 -23.666 2.848
C 15.834 -22.789 3.584
C 16.498 -24.040 4.057
C 14.275 -21.432 2.202
C 15.221 -20.297 1.790
O 15.635 -20.409 0.473
C 16.074 -19.230 -0.234
H 15.496 -24.245 -0.603
H 14.946 -22.585 -0.649
H 13.913 -23.819 0.073
H 16.374 -22.526 1.181
H 16.080 -24.228 1.551
H 14.093 -24.615 3.145
H 13.038 -23.887 1.990
H 13.061 -23.192 3.645
H 15.357 -22.259 4.446
H 16.631 -22.121 3.287
H 17.015 -23.730 4.952
H 17.260 -24.343 3.377
H 15.875 -24.896 4.272
H 13.810 -21.188 3.175
H 13.466 -21.642 1.501
H 16.103 -20.260 2.461
H 14.676 -19.354 1.961
H 16.398 -19.429 -1.245
H 16.894 -18.864 0.364
H 15.281 -18.531 -0.339
C 14.891 -16.279 12.260
C 14.147 -17.404 11.496
N 14.958 -18.032 10.285
C 15.163 -16.953 9.213
C 16.316 -18.428 10.780
C 17.078 -19.328 9.830
C 14.130 -19.173 9.828
C 14.075 -19.535 8.358
O 13.291 -18.694 7.507
C 11.908 -19.058 7.472
H 14.163 -15.730 12.868
H 15.507 -15.594 11.593
H 15.599 -16.625 13.012
H 13.216 -17.089 11.009
H 13.879 -18.268 12.114
H 15.761 -17.355 8.450
H 15.665 -16.156 9.728
H 14.177 -16.789 8.841
H 16.252 -18.972 11.747
H 16.866 -17.471 10.866
H 16.680 -20.345 9.856
H 18.039 -19.483 10.187
H 17.200 -18.973 8.801
H 13.098 -18.855 9.985
H 14.371 -19.996 10.524
H 13.607 -20.521 8.335
H 15.100 -19.597 7.908
H 11.393 -19.082 8.447
H 11.697 -20.019 7.040
H 11.444 -18.341 6.800
C 23.696 -20.803 2.132
C 22.680 -21.678 2.892
N 22.892 -23.213 3.043
C 24.252 -23.592 3.495
C 21.891 -23.761 4.003
C 21.973 -23.131 5.395
C 22.723 -23.934 1.645
C 21.486 -23.763 0.808
O 20.285 -24.134 1.392
C 19.738 -25.374 0.973
H 24.715 -20.925 2.453
H 23.373 -19.789 2.333
H 23.629 -20.978 1.050
H 21.699 -21.595 2.432
H 22.544 -21.348 3.925
H 24.899 -23.638 2.654
H 24.304 -24.541 4.001
H 24.727 -22.831 4.142
H 22.052 -24.806 4.060
H 20.923 -23.645 3.604
H 21.501 -23.771 6.118
H 21.328 -22.211 5.297
H 22.914 -22.816 5.807
H 22.887 -24.990 1.913
H 23.580 -23.629 0.983
H 21.763 -24.367 -0.065
H 21.499 -22.725 0.495
H 20.515 -26.134 0.715
H 19.036 -25.275 0.155
H 19.188 -25.805 1.833
C 25.871 -11.526 7.056
C 24.385 -11.819 7.323
N 24.022 -13.194 7.837
C 24.584 -14.232 6.954
C 24.636 -13.441 9.188
C 24.494 -14.796 9.825
C 22.496 -13.243 7.895
C 21.831 -12.015 8.498
O 22.570 -11.390 9.547
C 21.843 -10.297 10.223
H 26.469 -11.761 7.983
H 25.913 -10.495 6.800
H 26.358 -12.057 6.257
H 23.780 -11.651 6.395
H 24.075 -11.120 8.071
H 23.974 -14.208 6.075
H 24.496 -15.178 7.436
H 25.609 -13.998 6.697
H 24.260 -12.610 9.841
H 25.716 -13.345 9.108
H 23.727 -14.631 10.602
H 25.416 -15.015 10.329
H 24.211 -15.601 9.118
H 22.335 -14.202 8.401
H 22.001 -13.361 6.963
H 20.940 -12.456 8.912
H 21.603 -11.302 7.706
H 22.094 -9.350 9.741
H 22.115 -10.320 11.276
H 20.760 -10.530 10.088
C 27.321 -17.061 4.818
F 27.920 -16.889 3.588
F 28.245 -17.608 5.625
F 27.026 -15.830 5.380
S 25.739 -17.914 4.661
O 25.332 -18.016 6.019
O 25.008 -17.160 3.688
N 26.078 -19.317 3.903
S 26.938 -20.516 4.498
O 27.607 -20.246 5.709
O 26.341 -21.784 4.288
C 28.257 -20.491 3.272
F 28.947 -19.373 3.257
F 29.042 -21.546 3.507
F 27.764 -20.682 1.999
C 21.170 -18.715 9.351
F 21.966 -18.169 8.396
F 19.957 -19.006 8.846
F 21.631 -19.821 9.851
S 20.976 -17.401 10.614
O 19.867 -17.908 11.330
O 22.255 -17.124 11.179
N 20.618 -16.158 9.746
S 19.528 -15.168 9.529
O 19.963 -14.193 8.595
O 18.158 -15.616 9.400
C 19.374 -14.188 11.137
F 20.330 -13.271 11.334
F 18.206 -13.589 11.298
F 19.468 -15.049 12.211
C 18.452 -15.498 5.098
F 17.834 -14.275 5.221
F 19.761 -15.529 5.110
F 18.033 -16.223 6.109
S 17.757 -16.116 3.474
O 16.369 -16.327 3.665
O 18.145 -15.065 2.629
N 18.568 -17.379 3.052
S 18.432 -18.901 3.416
O 17.461 -19.290 4.404
O 18.510 -19.655 2.212
C 20.010 -19.340 4.201
F 19.894 -20.619 4.434
F 21.057 -19.189 3.402
F 20.253 -18.718 5.272